(1)
DFT (ωB97M-V with the def2-TZVPD basis set) results for a molecular structure, C17H26BCl2CoF5NOSi2Te.

The geometry in XYZ format:
```
57
Properties=species:S:1:pos:R:3
Co 1.647 -0.443 -0.809
Cl 0.275 -4.252 -3.575
C 1.877 -3.761 -3.150
C 2.972 -4.506 -3.626
C 4.252 -4.167 -3.304
Cl 5.576 -5.122 -3.908
C 4.509 -3.045 -2.484
C 5.786 -2.603 -2.076
C 5.904 -1.494 -1.285
C 4.748 -0.806 -0.889
N 3.548 -1.196 -1.249
C 3.400 -2.303 -2.029
C 2.041 -2.659 -2.339
O 1.055 -1.947 -1.857
H 2.787 -5.366 -4.255
H 6.662 -3.153 -2.395
H 6.874 -1.139 -0.964
H 4.807 0.083 -0.270
C -3.229 2.961 2.801
Si -1.919 3.811 1.772
C -2.575 4.184 0.067
C -1.382 5.368 2.647
C -0.375 2.709 1.591
Te -0.780 1.040 0.370
C -1.382 -0.243 1.947
Si -2.581 -1.595 1.346
C -3.298 -2.405 2.868
C -1.613 -2.803 0.315
C -3.947 -0.797 0.343
H -4.068 3.648 2.953
H -2.846 2.682 3.789
H -3.624 2.060 2.318
H -3.387 4.916 0.109
H -2.966 3.284 -0.422
H -1.785 4.587 -0.576
H -2.237 6.046 2.757
H -0.603 5.896 2.088
H -0.996 5.148 3.647
H 0.003 2.313 2.535
H 0.408 3.279 1.084
H -1.816 0.379 2.733
H -0.456 -0.690 2.322
H -2.511 -2.884 3.461
H -4.028 -3.175 2.595
H -3.804 -1.673 3.506
H -0.777 -3.212 0.892
H -1.192 -2.345 -0.586
H -2.243 -3.638 -0.005
H -4.497 -0.054 0.931
H -4.665 -1.550 0.003
H -3.553 -0.299 -0.550
F 1.489 0.012 0.992
F 0.758 2.849 -1.186
B 0.889 2.232 -2.469
F 1.496 3.037 -3.395
F 1.741 1.044 -2.245
F -0.370 1.759 -2.885
```

Computed properties:
2S+1   5
Net charge   0
Expectation value of S²   6.0104
Electronic energy   -4468.06265 Ha
Lowest unoccupied orbital energy (alpha / beta)   -0.009 / -0.092 hartree
HOMO level (alpha / beta)   -7.841 / -7.879 eV
Kohn-Sham gap (alpha / beta)   7.593 / 5.389 eV
Energy above the lowest of the compared OMol25 structures with the same formula, charge and spin   9.4 kcal/mol

---

(2)
DFT (ωB97M-V with the def2-TZVPD basis set) results for a single C3H4N4O molecule.

The geometry in XYZ format:
```
12
Properties=species:S:1:pos:R:3
O -2.661 0.092 -0.046
N -1.801 -1.078 0.073
C -0.569 -0.611 0.039
N 0.355 -1.633 -0.069
N 1.609 -1.405 -0.031
C 2.036 -0.079 0.001
C 1.158 0.932 -0.022
N -0.189 0.706 -0.087
H -3.527 -0.433 -0.164
H 3.078 0.119 0.056
H 1.456 1.956 0.083
H -0.945 1.434 0.168
```

Computed properties:
Net charge   0
Electronic energy   -410.85925 Ha
Lowest unoccupied orbital energy   -0.011 hartree
HOMO level   -8.331 eV
Structure (SMILES)   O/N=c1/nncc[nH]1
Kohn-Sham gap   8.028 eV
Energy above the lowest of the compared OMol25 structures with the same formula, charge and spin   90.4 kcal/mol

---

(3)
DFT (ωB97M-V with the def2-TZVPD basis set) results for a molecular structure, C2H4InO4S.

The geometry in XYZ format:
```
12
Properties=species:S:1:pos:R:3
In 4.225 0.607 -0.975
C -0.366 0.746 0.856
C -1.262 0.582 -0.299
O -0.792 -0.489 -1.036
S 0.323 -1.364 -0.307
O 1.707 -0.973 -0.723
O -0.105 -2.793 -0.264
O -0.051 -0.591 1.086
H -0.780 1.016 1.828
H 0.525 1.372 0.812
H -1.110 1.471 -0.911
H -2.314 0.416 -0.066
```

Computed properties:
2S+1   2
Net charge   +2
Expectation value of S²   0.7590
Electronic energy   -967.03433 Ha
Lowest unoccupied orbital energy (alpha / beta)   -0.310 / -0.540 hartree
HOMO level (alpha / beta)   -20.122 / -20.073 eV
Kohn-Sham gap (alpha / beta)   11.693 / 5.369 eV

---

(4)
DFT (ωB97M-V with the def2-TZVPD basis set) results for 3 unconnected molecules or ions with the total composition CH8N2O.

The geometry in XYZ format:
```
12
Properties=species:S:1:pos:R:3
N 2.577 -0.028 0.079
C -0.025 -0.109 -0.055
N -1.037 0.678 -0.798
H 3.168 -0.771 -0.111
H 3.225 0.693 0.302
H 0.010 -1.140 -0.370
H 1.093 -0.034 -0.057
H -0.144 0.059 0.951
H -0.883 1.491 -1.483
H -1.959 0.406 -0.368
H -3.178 -0.777 1.396
O -2.847 -0.467 0.513
```

Computed properties:
Net charge   0
Electronic energy   -227.28417 Ha
Lowest unoccupied orbital energy   -0.164 hartree
HOMO level   -8.840 eV
Kohn-Sham gap   4.380 eV
Energy above the lowest of the compared OMol25 structures with the same formula, charge and spin   223.9 kcal/mol

---

(5)
DFT (ωB97M-V with the def2-TZVPD basis set) results for a molecular structure, C7H16BClNO2Pd.

The geometry in XYZ format:
```
29
Properties=species:S:1:pos:R:3
N -2.472 -1.125 -2.051
C -1.304 -0.478 -1.506
C -0.728 0.564 -2.465
C 0.284 1.484 -1.792
C -0.228 2.247 -0.566
C 0.440 1.914 0.748
B 0.538 0.331 1.125
O -0.209 -0.179 2.231
C 0.360 -1.385 2.622
C 1.698 -1.441 1.815
Cl 3.100 -1.994 2.787
O 1.919 -0.152 1.410
H -2.654 -2.043 -1.672
H -3.306 -0.570 -1.924
H -1.550 0.006 -0.546
H -0.535 -1.237 -1.355
H -1.534 1.154 -2.895
H -0.225 0.013 -3.254
H 1.214 0.948 -1.595
H 0.536 2.229 -2.547
H -1.310 2.166 -0.473
H -0.040 3.308 -0.753
H -0.131 2.356 1.565
H 1.446 2.329 0.786
H 0.200 -0.372 0.090
H 0.517 -1.437 3.699
H -0.234 -2.244 2.313
H 1.629 -2.131 0.974
Pd 2.577 -4.263 3.226
```

Computed properties:
Net charge   +1
Electronic energy   -1094.03121 Ha
Lowest unoccupied orbital energy   -0.319 hartree
HOMO level   -11.395 eV
Kohn-Sham gap   2.711 eV

---

(6)
DFT (ωB97M-V with the def2-TZVPD basis set) results for a molecular structure, H28O14.

The geometry in XYZ format:
```
42
Properties=species:S:1:pos:R:3
O 4.653 -29.239 16.864
H 4.041 -29.528 17.541
H 4.101 -29.052 16.105
O 4.895 -28.529 19.296
H 5.642 -28.401 18.711
H 4.214 -28.903 18.737
O 4.996 -29.281 13.902
H 4.859 -28.370 13.644
H 4.553 -29.361 14.747
O 3.170 -28.965 18.141
H 2.667 -29.759 17.964
H 2.709 -28.545 18.867
O 3.240 -29.607 15.175
H 2.704 -28.965 15.641
H 2.791 -29.732 14.339
O 4.025 -27.797 15.628
H 4.049 -26.894 15.312
H 3.092 -28.000 15.704
O 2.253 -30.529 17.617
H 2.762 -30.748 16.837
H 1.368 -30.836 17.421
O 6.026 -27.657 15.767
H 5.977 -27.460 14.832
H 5.236 -28.166 15.947
O 4.175 -26.962 17.864
H 3.846 -26.161 17.456
H 4.130 -27.621 17.172
O 3.643 -31.219 16.249
H 4.240 -31.322 16.989
H 3.869 -30.368 15.875
O 6.340 -28.705 17.814
H 6.411 -29.635 18.030
H 5.617 -28.658 17.189
O 4.974 -31.334 17.703
H 5.661 -30.708 17.931
H 5.188 -32.120 18.207
O 3.269 -31.402 19.114
H 3.007 -30.700 18.518
H 4.064 -31.764 18.723
O 2.318 -28.306 16.333
H 2.300 -28.212 17.285
H 1.401 -28.429 16.087
```

Computed properties:
Net charge   0
Electronic energy   -1068.63696 Ha
Lowest unoccupied orbital energy   -0.046 hartree
HOMO level   -7.548 eV
Kohn-Sham gap   6.299 eV
Energy above the lowest of the compared OMol25 structures with the same formula, charge and spin   981.4 kcal/mol